No. 1
{
  "formula": "C3H11N2",
  "method": "ωB97M-V/def2-TZVPD",
  "symbols": ["C", "C", "H", "H", "H", "H", "H", "H", "N", "C", "N", "H", "H", "H", "H", "H"],
  "positions_angstrom": [[-2.23857, -0.21354, 1.27273], [-0.92431, 0.58801, 1.06985], [-3.06632, 0.36657, 0.89450], [-2.15706, -1.17603, 0.77144], [-2.33671, -0.45740, 2.33222], [-0.97597, 1.04867, 0.07387], [-0.02455, 0.01462, 1.32606], [-0.91036, 1.45908, 1.73233], [1.22000, -1.32618, -1.13207], [1.98161, -0.28567, -1.35455], [1.56527, 0.94578, -1.30982], [0.33485, -1.19931, -0.65459], [1.64371, -2.23850, -1.04922], [3.01203, -0.44419, -1.63135], [2.22859, 1.71257, -1.37048], [0.64779, 1.20552, -0.97093]],
  "forces_ev_per_a": [[1.474, -0.101, 0.349], [-0.956, 0.432, 0.430], [-0.358, -0.099, 0.086], [-0.300, -0.001, -0.282], [-0.328, 0.214, -0.090], [0.493, -0.373, -0.118], [-0.076, 0.056, -0.458], [-0.003, -0.143, 0.062], [0.046, -0.017, 0.601], [-0.018, -0.021, -0.150], [0.235, 0.781, 0.328], [-0.118, -0.070, -0.239], [-0.027, -0.013, -0.195], [0.140, -0.131, -0.085], [-0.100, -0.314, -0.215], [-0.105, -0.201, -0.022]],
  "molar_mass_da": 75.1,
  "e_tot_ha": -230.17138,
  "relative_energy_kcal_mol": 6.9,
  "total_charge": 1,
  "homo_lumo_gap_ha": 0.42501
}


No. 2
{
  "formula": "C3H11N2",
  "method": "ωB97M-V/def2-TZVPD",
  "symbols": ["C", "N", "H", "H", "H", "H", "C", "N", "C", "H", "H", "H", "H", "H", "H", "H"],
  "positions_angstrom": [[2.25046, 0.71011, -0.98898], [1.15624, 1.20081, -0.58912], [3.08734, 1.31535, -1.33701], [2.43596, -0.34755, -0.83995], [-0.09108, 0.53844, 0.14572], [0.77352, 2.00938, -1.07459], [-1.68786, -0.54546, -0.56762], [-0.91866, -0.03806, 0.60676], [-0.48515, -1.18321, 1.44282], [-1.03161, -1.16274, -1.18685], [-2.38775, -1.33476, -0.28312], [-2.15308, 0.21470, -1.18729], [-1.60548, 0.56959, 1.05322], [0.46221, -1.55228, 1.05413], [-1.24408, -1.95711, 1.41595], [-0.31045, -0.87769, 2.47042]],
  "forces_ev_per_a": [[0.500, 0.489, 0.703], [-1.637, -1.126, -1.171], [-0.285, -0.047, -0.839], [0.275, -0.043, 0.495], [0.106, -0.390, 0.676], [1.150, 0.979, 0.676], [0.343, -1.718, -0.796], [-1.332, 0.060, -1.243], [0.492, 0.286, 0.365], [0.418, 0.553, -0.138], [-0.452, 0.676, 0.447], [0.072, 0.225, 0.321], [0.554, 0.051, 0.623], [-0.137, -0.099, -0.136], [0.016, -0.058, 0.027], [-0.085, 0.160, -0.008]],
  "molar_mass_da": 75.1,
  "e_tot_ha": -230.12521,
  "relative_energy_kcal_mol": 35.9,
  "total_charge": 1,
  "homo_lumo_gap_ha": 0.41536
}


No. 3
{
  "formula": "C3H11N2",
  "method": "ωB97M-V/def2-TZVPD",
  "symbols": ["C", "N", "H", "H", "H", "H", "H", "H", "C", "C", "N", "H", "H", "H", "H", "H"],
  "positions_angstrom": [[1.91896, 0.17187, -1.28045], [0.92095, 1.13268, -0.66977], [2.51634, -0.28238, -0.50331], [2.40984, 0.64272, -2.12112], [1.29579, -0.58405, -1.73476], [0.32321, 0.71354, 0.10591], [1.49283, 1.89156, -0.28304], [0.37590, 1.53971, -1.45485], [-2.55129, -0.41455, 0.87771], [-1.28067, -0.29108, 1.36486], [-0.23157, -0.89752, 0.70574], [-2.93182, -1.00127, 0.03159], [-3.36335, 0.13689, 1.37818], [-1.00944, 0.03835, 2.36191], [0.47744, -1.30357, 1.33137], [-0.36311, -1.49290, -0.10998]],
  "forces_ev_per_a": [[-1.506, -0.745, -0.176], [0.705, 0.939, -0.134], [0.493, 0.278, -0.068], [0.560, 0.323, 0.333], [0.040, -0.541, -0.155], [1.127, 0.799, -1.675], [-0.425, 0.229, 0.145], [-0.031, -0.160, 0.797], [-2.658, 1.056, -0.057], [2.277, -2.529, -0.800], [-1.212, -0.745, 2.112], [0.808, 0.092, 0.102], [0.452, -0.319, 0.004], [-0.345, 0.550, -0.038], [0.167, 0.567, -0.275], [-0.451, 0.207, -0.115]],
  "spin_multiplicity": 2,
  "molar_mass_da": 75.1,
  "e_tot_ha": -229.66861,
  "relative_energy_kcal_mol": 19.6,
  "total_charge": 2,
  "s2": 0.760,
  "homo_lumo_gap_ha": [0.42943, 0.36381]
}


No. 4
{
  "formula": "C3H11N2O",
  "method": "ωB97M-V/def2-TZVPD",
  "symbols": ["C", "C", "C", "N", "N", "H", "H", "H", "H", "H", "H", "H", "H", "H", "H", "H", "O"],
  "positions_angstrom": [[0.61086, 1.48363, -0.28804], [-0.29848, 0.32423, 0.02496], [-0.83532, 0.08983, 1.33103], [-0.41372, 0.96100, 2.36463], [-0.75056, -0.61920, -1.07253], [1.56229, 1.31415, -0.03247], [0.18985, 2.32448, 0.25858], [0.49571, 1.68284, -1.41524], [-1.61012, -0.65641, 1.48261], [0.10560, 1.76722, 2.21010], [-0.73781, 0.77705, 3.32220], [-0.97005, -0.08113, -1.89344], [-1.56873, -1.09767, -0.70320], [-0.17147, -1.46026, -1.34469], [1.70812, -2.88238, -1.92134], [1.54861, -1.75347, -0.77062], [1.13522, -2.17392, -1.55254]],
  "forces_ev_per_a": [[-4.733, 0.010, -2.655], [-1.022, -2.208, 3.009], [2.269, 2.608, -3.210], [-2.245, -3.100, 0.768], [0.457, 0.502, 1.992], [3.759, -0.534, 0.818], [0.193, 0.489, -0.112], [0.475, -0.019, 1.627], [0.380, 0.054, 0.393], [0.844, 1.151, -0.404], [0.308, 0.301, -1.085], [-0.590, 0.393, -1.115], [-1.382, -0.069, -0.035], [0.316, 1.040, 0.044], [-0.351, 0.566, 0.505], [0.344, -0.393, -0.220], [0.978, -0.790, -0.320]],
  "spin_multiplicity": 2,
  "molar_mass_da": 91.1,
  "e_tot_ha": -305.47493,
  "relative_energy_kcal_mol": 60.8,
  "s2": 0.751,
  "homo_lumo_gap_ha": [0.14026, 0.32630]
}